No. 1
The following is a quantum chemistry calculation of 4 unconnected molecules or ions with the total composition C20H53BN3O11P2, from the Open Molecules 2025 dataset.

Structure (XYZ):
```
90
Properties=species:S:1:pos:R:3:lowdin_charge:R:1
O 11.489 -2.279 -2.880 -0.44
P 10.537 -1.586 -3.935 0.48
O 9.992 0.014 -3.443 -0.27
O 11.430 -1.403 -5.421 -0.30
P 8.724 -2.762 -4.401 0.82
C 7.428 -1.452 -4.901 -0.56
C 6.642 -1.002 -3.502 -0.19
O 5.776 0.044 -4.131 -0.20
B 5.300 -0.699 -5.350 -0.67
O 6.230 -1.842 -5.666 -0.16
H 9.358 0.402 -4.115 0.06
H 12.297 -0.963 -5.141 0.08
H 9.063 -3.574 -5.568 -0.08
H 8.020 -0.636 -5.496 0.11
H 5.870 -1.884 -3.393 0.13
H 7.308 -0.701 -2.588 0.12
H 4.202 -1.004 -4.982 0.04
H 5.082 -0.010 -6.307 0.04
C 3.026 2.740 -1.528 -0.10
O 1.724 2.469 -1.024 -0.21
C 0.679 3.107 -1.771 -0.21
C -0.125 2.076 -2.578 -0.21
N 0.662 1.535 -3.691 -0.05
C 0.065 0.351 -4.323 -0.19
C -0.137 -0.903 -3.442 -0.22
O 1.080 -1.532 -3.040 -0.18
C 1.699 -0.950 -1.903 -0.09
H 3.754 2.396 -0.786 0.09
H 3.206 2.196 -2.456 0.08
H 3.175 3.813 -1.687 0.09
H 1.064 3.912 -2.409 0.12
H 0.009 3.565 -1.034 0.10
H -1.028 2.554 -2.976 0.12
H -0.431 1.286 -1.887 0.09
H 1.587 1.278 -3.353 0.07
H 0.725 0.075 -5.153 0.12
H -0.897 0.635 -4.766 0.11
H -0.663 -1.641 -4.057 0.12
H -0.787 -0.718 -2.582 0.10
H 0.973 -0.548 -1.190 0.07
H 2.400 -0.176 -2.217 0.07
H 2.282 -1.725 -1.398 0.09
C -4.657 3.415 4.602 -0.11
O -3.621 4.212 4.045 -0.20
C -2.370 4.087 4.735 -0.20
C -1.349 3.316 3.884 -0.20
N -1.701 1.897 3.779 -0.05
C -0.939 1.167 2.758 -0.18
C -1.079 1.635 1.292 -0.21
O -2.369 1.398 0.727 -0.19
C -3.339 2.387 1.036 -0.10
H -5.605 3.730 4.155 0.09
H -4.507 2.360 4.369 0.06
H -4.726 3.553 5.687 0.09
H -2.494 3.637 5.729 0.12
H -1.996 5.107 4.882 0.12
H -0.357 3.407 4.342 0.12
H -1.318 3.792 2.901 0.10
H -2.690 1.813 3.551 0.06
H -1.268 0.123 2.810 0.10
H 0.122 1.177 3.037 0.12
H -0.381 1.034 0.699 0.11
H -0.771 2.674 1.146 0.10
H -2.905 3.387 1.129 0.09
H -3.873 2.112 1.947 0.06
H -4.074 2.407 0.226 0.09
C -5.723 -3.217 5.430 -0.11
O -5.944 -2.184 4.479 -0.20
C -4.854 -1.257 4.378 -0.20
C -4.105 -1.434 3.048 -0.20
N -3.349 -2.689 3.021 -0.05
C -2.848 -3.055 1.690 -0.18
C -3.891 -3.293 0.575 -0.21
O -4.693 -4.458 0.770 -0.18
C -5.802 -4.274 1.636 -0.10
H -6.672 -3.739 5.589 0.09
H -4.996 -3.940 5.059 0.07
H -5.389 -2.808 6.390 0.09
H -4.177 -1.327 5.239 0.12
H -5.299 -0.256 4.393 0.11
H -3.414 -0.594 2.910 0.10
H -4.849 -1.401 2.247 0.10
H -3.944 -3.446 3.351 0.06
H -2.274 -3.980 1.816 0.12
H -2.138 -2.287 1.357 0.11
H -3.332 -3.470 -0.350 0.12
H -4.514 -2.415 0.381 0.11
H -6.223 -3.266 1.572 0.09
H -5.514 -4.506 2.663 0.07
H -6.579 -4.988 1.351 0.09
```

Summary:
Net charge: -1
Frontier orbital gap in eV: 5.86
E_HOMO in eV: -4.0

***

No. 2
The following is a quantum chemistry calculation of C2H7N2OPS in the gas phase, from the Open Molecules 2025 dataset.

Structure (XYZ):
```
14
Properties=species:S:1:pos:R:3:nbo_charge:R:1
C -0.743 -0.789 -0.184 -0.25
C -1.843 0.184 -0.665 -0.60
N 0.552 -0.601 -0.802 -0.90
N 1.797 0.023 1.551 -1.12
O 2.721 0.756 -0.923 -1.01
P 1.546 0.518 -0.133 2.05
S -1.710 1.818 0.073 -0.30
H -0.621 -0.614 0.848 0.20
H -1.018 -1.836 -0.128 0.22
H -2.004 0.349 -1.830 0.23
H -2.787 -0.203 -0.120 0.23
H 0.684 -0.342 -1.739 0.41
H 2.561 0.516 2.056 0.42
H 0.866 0.222 1.996 0.41
```

Summary:
Frontier orbital gap (spin up / spin down) in eV: 5.80 / 5.79
E_HOMO (spin up / spin down) in eV: -8.0 / -7.9
Energy above the lowest of the compared OMol25 structures with the same formula, charge and spin in kJ/mol: 398.71

***

No. 3
The following is a quantum chemistry calculation of a molecular structure, C26H31N6S3Ta, from the Open Molecules 2025 dataset.

Structure (XYZ):
```
67
Properties=species:S:1:pos:R:3:nbo_charge:R:1
Ta -0.260 -0.055 -0.162 1.47
C -0.754 -3.412 -0.811 -0.42
N 0.021 -2.602 0.177 -0.47
C -0.437 -2.971 1.529 -0.24
C -0.035 -1.942 2.536 -0.23
N -0.733 -0.649 2.281 -0.46
C -2.175 -0.772 2.603 -0.43
C -0.083 0.370 3.102 0.05
C -0.613 0.844 4.292 -0.17
C 0.112 1.744 5.063 -0.19
C 1.370 2.160 4.656 -0.17
C 1.897 1.695 3.458 -0.21
C 1.162 0.811 2.680 -0.20
S 1.795 0.273 1.121 -0.04
C 1.438 -2.847 -0.088 0.11
C 2.187 -3.825 0.541 -0.18
C 3.505 -4.052 0.157 -0.18
C 4.075 -3.319 -0.871 -0.18
C 3.325 -2.344 -1.515 -0.18
C 2.018 -2.117 -1.113 -0.21
S 1.044 -0.905 -1.951 0.09
H -0.550 -4.472 -0.646 0.22
H -0.459 -3.153 -1.823 0.23
H -1.817 -3.226 -0.685 0.22
H -0.063 -3.949 1.833 0.23
H -1.521 -3.061 1.480 0.22
H 1.038 -1.772 2.484 0.25
H -0.273 -2.285 3.546 0.23
H -2.311 -1.192 3.601 0.22
H -2.668 -1.427 1.898 0.22
H -2.646 0.207 2.552 0.24
H -1.583 0.520 4.642 0.23
H -0.309 2.107 5.990 0.24
H 1.943 2.846 5.265 0.24
H 2.872 2.021 3.118 0.24
H 1.766 -4.434 1.330 0.22
H 4.077 -4.817 0.663 0.24
H 5.095 -3.502 -1.178 0.25
H 3.749 -1.755 -2.318 0.24
C -4.817 -3.583 -2.878 -0.62
C -4.711 -2.286 -2.095 -0.22
N -3.713 -1.401 -2.703 -0.55
C -2.783 -0.656 -2.112 0.35
S -2.630 -0.752 -0.345 -0.16
N -2.044 0.124 -2.839 -0.41
N -1.160 0.863 -2.112 -0.33
C -0.619 1.878 -2.684 0.34
C -0.802 2.206 -4.122 -0.69
C 0.149 2.729 -1.774 0.15
C 0.676 3.942 -2.166 -0.20
C 1.295 4.751 -1.222 -0.09
C 1.365 4.315 0.085 -0.23
C 0.833 3.078 0.401 0.11
N 0.239 2.294 -0.504 -0.50
H -5.604 -4.208 -2.461 0.24
H -3.878 -4.138 -2.852 0.21
H -5.071 -3.386 -3.921 0.22
H -4.424 -2.477 -1.063 0.21
H -5.674 -1.775 -2.080 0.22
H -3.772 -1.280 -3.706 0.42
H -1.654 1.670 -4.524 0.28
H 0.091 1.884 -4.667 0.27
H -0.932 3.273 -4.288 0.25
H 0.603 4.260 -3.195 0.25
H 1.704 5.709 -1.510 0.25
H 1.832 4.912 0.856 0.26
H 0.876 2.709 1.413 0.23
```

Summary:
Net charge: +2
Frontier orbital gap in eV: 6.44
E_HOMO in eV: -13.9

***

No. 4
The following is a quantum chemistry calculation of a molecular structure, C29H27BrN3O3RhS, from the Open Molecules 2025 dataset.

Structure (XYZ):
```
65
Properties=species:S:1:pos:R:3:mulliken_spin:R:1
Rh 1.856 0.184 -0.219 1.69
O 1.406 2.932 -2.972 0.00
C 0.053 3.150 -2.908 0.01
C -0.476 4.157 -3.710 0.00
C -1.848 4.396 -3.697 0.01
C -2.679 3.627 -2.883 0.00
C -2.139 2.620 -2.074 0.01
C -0.757 2.356 -2.071 0.00
C -0.193 1.297 -1.099 0.00
O 0.784 0.637 -1.700 0.25
N 0.356 2.016 0.076 0.01
N 1.016 1.252 0.982 0.24
C 2.175 1.745 1.258 0.24
C 3.131 0.939 2.030 -0.03
Br 3.467 -0.711 1.239 0.12
C 3.666 1.328 3.197 0.00
C 3.344 2.547 3.950 0.00
C 4.382 3.291 4.523 0.01
C 4.102 4.416 5.303 0.00
C 2.781 4.800 5.528 0.00
C 1.739 4.057 4.976 0.00
C 2.019 2.931 4.199 0.01
H 1.494 2.072 -2.466 -0.02
H 0.186 4.738 -4.342 0.00
H -2.266 5.176 -4.324 0.00
H -3.749 3.808 -2.871 0.00
H -2.795 2.034 -1.437 0.00
H -1.056 0.729 -0.722 0.00
H -0.455 2.446 0.516 0.01
H 2.534 2.726 0.899 0.00
H 4.377 0.669 3.690 0.00
H 5.418 3.003 4.362 0.00
H 4.915 4.991 5.737 0.00
H 2.561 5.675 6.133 0.00
H 0.706 4.346 5.151 0.00
H 1.188 2.353 3.797 0.00
C -4.679 -4.145 -1.972 0.00
C -4.467 -4.844 -3.294 0.01
O -5.069 -4.447 -4.278 0.00
S -3.318 -6.239 -3.475 0.00
C -1.946 -5.152 -3.163 0.09
C -1.535 -4.976 -1.842 -0.04
C -0.643 -3.966 -1.534 0.09
C -0.145 -3.146 -2.547 -0.01
C -0.469 -3.375 -3.888 0.08
C -1.387 -4.384 -4.196 -0.04
C 0.568 -1.997 -2.126 0.29
C 1.102 -1.120 -1.523 0.49
H -5.417 -3.321 -2.074 0.00
H -3.742 -3.680 -1.605 0.00
H -5.045 -4.864 -1.211 0.00
H -1.970 -5.560 -1.042 0.00
H -0.392 -3.778 -0.496 0.02
H -0.089 -2.731 -4.672 0.00
H -1.713 -4.517 -5.220 0.00
C -1.408 -2.647 2.872 0.00
C 0.100 -2.799 2.771 0.00
C 0.669 -1.844 1.812 -0.02
N 1.120 -1.090 1.055 0.11
H -1.816 -3.365 3.590 0.00
H -1.889 -2.823 1.903 0.00
H -1.683 -1.640 3.204 0.00
H 0.343 -3.822 2.463 0.00
H 0.549 -2.644 3.759 0.00
H 3.129 0.184 -1.323 0.36
```

Summary:
Frontier orbital gap (spin up / spin down) in eV: 5.20 / 5.88
E_HOMO (spin up / spin down) in eV: -5.2 / -8.0
2S+1: 5